# 1
Computed, not measured: a 2-piece molecular cluster, C23H37BBrF6NO9P3S overall at a distorted geometry, with ωB97M-V/def2-TZVPD.

```
82
Properties=species:S:1:pos:R:3:forces:R:3:lowdin_charge:R:1
C -2.5061 -1.3973 3.6446 -0.1 0.1 -0.3 -0.06
C -2.4703 0.1145 3.5372 0.3 -0.1 0.1 -0.27
O -2.6882 0.5958 2.2220 -0.1 0.2 -0.1 -0.18
C -4.0008 0.3370 1.7267 0.5 -0.2 0.0 -0.16
C -4.0059 -0.7558 0.6538 -0.1 0.2 0.0 -0.16
O -4.4637 -0.2569 -0.5946 0.2 -0.1 -0.4 -0.17
C -3.5017 0.5378 -1.2594 0.1 -0.2 0.6 -0.18
C -2.5443 -0.2023 -2.2069 -0.6 0.0 -0.2 -0.67
F -2.3330 -1.5047 -1.7852 0.0 0.1 0.3 0.02
O -1.3471 0.4654 -2.3684 0.0 0.0 0.3 -0.12
C -0.4466 0.4673 -1.2188 -0.2 0.0 -0.6 -0.26
C -0.2526 1.8900 -0.7188 0.0 0.0 0.1 -0.12
C 1.1104 2.2407 -0.1150 -0.1 0.5 -0.3 -0.08
C 1.1179 2.1965 1.3811 -0.6 0.6 -0.3 -0.43
O 1.9097 1.5790 2.0005 1.1 -1.1 1.0 0.14
N 0.1092 2.9557 2.0875 -0.6 0.2 -0.2 0.10
C -0.1882 4.2407 1.5712 0.0 0.4 -0.2 -0.28
C -1.4411 4.5630 1.0391 0.2 0.6 0.1 -0.03
C -1.6968 5.8524 0.5612 0.7 0.0 0.3 -0.08
C -0.6987 6.8300 0.5939 0.2 -0.7 0.2 -0.10
C 0.5595 6.5061 1.1127 -0.5 -0.5 0.0 -0.08
C 0.8114 5.2263 1.6086 -0.6 0.2 -0.4 -0.02
C 0.7616 -0.3415 -1.6533 0.3 -0.3 0.4 -0.31
O 1.5063 -0.6697 -0.4913 0.2 0.3 -0.4 -0.12
C 1.9843 -2.0066 -0.4294 -0.2 0.5 1.2 -0.63
F 2.5668 -2.3172 -1.6257 0.2 -0.1 -0.5 0.03
C 0.8238 -2.9565 -0.1301 0.1 -0.3 -0.7 -0.07
C 0.3180 -3.7661 -1.2967 -0.1 0.9 0.0 -0.31
C -0.8945 -4.5291 -1.0970 -0.2 -0.2 -0.1 -0.12
O 0.3670 -5.1586 -1.1742 0.6 -0.7 -0.2 0.00
P 3.2838 -2.1554 0.9093 0.4 -1.1 -0.1 1.03
C 2.3115 -1.6380 2.3782 -0.3 -0.1 -0.2 -0.28
C 4.4033 -0.7726 0.5580 -0.4 0.2 -0.1 -0.27
P 1.8358 0.3622 -2.9940 -0.4 0.6 -0.3 0.23
O 3.2592 0.4422 -2.3188 0.3 0.0 -0.1 -0.17
O 2.0566 -0.8417 -4.0261 -0.2 -0.3 0.1 -0.19
S 1.1906 1.9522 -3.8677 0.0 0.0 0.2 0.34
P -3.2217 -0.2168 -3.9813 0.4 0.3 0.1 0.66
O -2.4814 -1.5949 -4.4247 -0.1 -0.1 -0.4 -0.36
Br -5.3051 -0.9355 -3.6001 -0.1 -0.1 0.0 0.34
H -1.8935 -1.7361 4.4669 0.1 -0.1 0.3 0.08
H -2.1052 -1.8353 2.7383 0.2 -0.1 -0.2 0.07
H -3.5181 -1.7673 3.7717 -0.2 -0.1 0.1 0.07
H -1.4903 0.4766 3.8272 0.2 0.1 -0.1 0.11
H -3.1888 0.5578 4.2277 -0.2 0.2 0.1 0.12
H -4.3626 1.2554 1.2792 -0.2 0.2 0.0 0.13
H -4.6388 0.0584 2.5587 -0.3 0.1 0.1 0.12
H -4.6556 -1.5806 0.9202 -0.3 -0.1 0.0 0.13
H -3.0049 -1.1644 0.5864 0.4 -0.1 -0.2 0.11
H -4.0149 1.2864 -1.8559 -0.2 0.1 -0.1 0.12
H -2.9159 1.0815 -0.5212 0.3 0.2 0.1 0.11
H -0.9085 -0.1115 -0.4312 -0.1 -0.3 0.3 0.14
H -0.5105 2.5836 -1.5052 0.1 0.0 -0.4 0.10
H -0.9952 2.0442 0.0540 -0.3 0.1 0.1 0.08
H 1.9427 1.6456 -0.4583 0.1 -0.2 -0.1 0.10
H 1.3283 3.2680 -0.3947 0.1 0.2 -0.1 0.13
H -0.7386 2.4001 2.1609 0.0 -0.1 0.2 0.11
H -2.2255 3.8215 1.0098 -0.1 -0.2 0.0 0.10
H -2.6653 6.1002 0.1617 -0.2 0.0 -0.1 0.09
H -0.8874 7.8172 0.2109 -0.1 0.2 -0.1 0.09
H 1.3360 7.2515 1.1467 0.1 0.1 0.0 0.10
H 1.7743 4.9755 2.0212 0.2 0.0 0.1 0.12
H 0.3623 -1.2550 -2.0873 -0.2 -0.1 -0.2 0.12
H -0.0173 -2.3710 0.2214 0.0 0.2 0.4 0.12
H 1.1201 -3.6958 0.6066 0.0 0.0 0.4 0.12
H 0.4795 -3.3518 -2.2786 0.3 -0.2 -0.3 0.14
H -1.3083 -4.5189 -0.1001 -0.5 -0.1 0.1 0.11
H -1.5180 -4.7218 -1.9547 -0.5 0.0 0.1 0.11
H 1.4404 -1.0385 2.1471 -0.1 0.3 0.0 0.01
H 2.9557 -1.0943 3.0560 0.1 0.2 0.1 0.04
H 1.9846 -2.5437 2.8774 -0.1 -0.1 0.2 0.02
H 4.8382 -0.9608 -0.4161 0.2 -0.1 -0.2 0.03
H 5.2015 -0.8300 1.2861 0.2 0.0 0.2 0.04
H 3.9288 0.2024 0.5768 0.0 0.2 0.0 0.02
H 3.9277 -0.0244 -2.8395 0.1 -0.1 0.2 0.11
H 1.2614 -0.9162 -4.5690 0.1 -0.1 -0.3 0.08
H -3.1094 -2.3023 -4.6082 0.1 -0.2 0.0 0.03
B 6.1964 -4.8741 -0.4188 0.0 0.1 0.0 -1.28
F 6.9167 -4.1471 0.5532 0.0 0.1 0.1 0.06
F 7.0250 -5.8694 -0.9688 0.1 -0.1 -0.1 0.07
F 5.0704 -5.4668 0.1732 -0.1 -0.1 0.0 0.07
F 5.7840 -3.9863 -1.4395 0.0 0.1 -0.1 0.05
```
Forces are in eV/Å.

Its charge is -1. The orbital gap is 7.4 eV. The multiplicity is 1. As for the largest force on an atom: 1.8 eV/A. Its electronic energy is -170103.2061 eV. The value obtained for the lowest unoccupied orbital energy is 1.650 eV. Its relative energy (zero: lowest compared OMol25 entry of this formula, charge and spin) is 0.00 kJ/mol.

***

# 2
Computed, not measured: C5H8O2 as an isolated structure at a distorted geometry, with ωB97M-V/def2-TZVPD.

```
15
Properties=species:S:1:pos:R:3:forces:R:3:lowdin_charge:R:1
C -2.1622 0.1328 0.0016 0.0 -1.3 -2.2 -0.17
O -2.0101 -0.5880 -1.0529 0.3 1.1 1.7 -0.19
C 1.7053 -0.6302 -0.9254 1.4 2.9 1.7 -0.18
C 0.5824 -1.0130 -0.1143 -3.9 -0.1 -1.2 -0.19
C 0.0657 0.1066 0.7604 0.7 -0.6 0.4 -0.24
C 0.6942 1.3430 0.4965 -1.4 0.0 0.0 0.08
O 2.0301 0.5927 -0.9612 -0.4 -2.2 -0.4 -0.01
H -2.6095 -0.3566 0.8896 0.5 0.4 0.0 0.09
H -2.3469 1.2108 -0.1593 0.3 -0.2 0.4 0.08
H 2.4562 -1.3816 -1.2248 -0.6 0.2 -0.7 0.14
H 0.7038 -1.9913 0.3691 -0.3 0.3 -0.2 0.12
H -0.5448 -1.0655 -0.9313 1.9 -0.4 1.0 0.19
H -0.0968 -0.1592 1.8110 0.9 0.0 -0.2 0.10
H 0.2435 2.0016 -0.2526 1.1 -0.3 -0.3 0.09
H 1.2890 1.7981 1.2935 -0.4 0.4 -0.1 0.09
```
Forces are in eV/Å.

The orbital gap (spin up / spin down) is 7.5 / 7.5 eV. The multiplicity is 1. As for the largest force on an atom: 4.1 eV/A. Its electronic energy is -9403.8690 eV. The value obtained for the lowest unoccupied orbital energy (spin up / spin down) is -0.548 / -0.547 eV. Its relative energy (zero: lowest compared OMol25 entry of this formula, charge and spin) is 575.36 kJ/mol.

***

# 3
Computed, not measured: C17H25BClCsN13O2 as an isolated structure at a distorted geometry, with ωB97M-V/def2-TZVPD.

```
60
Properties=species:S:1:pos:R:3:forces:R:3:mulliken_spin:R:1
Cs -1.1601 -2.6433 0.0191 -0.7 -1.1 -0.3 0.00
C -2.0362 -0.7614 3.2497 0.5 0.3 -0.1 -0.01
C -0.7542 -0.2215 2.7158 -0.3 1.0 3.2 0.24
C 0.2114 0.5404 3.3940 0.1 0.1 0.2 -0.02
C 1.1664 0.8162 2.4405 -0.1 0.7 2.4 0.25
N 0.7785 0.2431 1.2880 -2.4 -1.6 -0.9 0.11
N -0.3639 -0.3917 1.4612 2.0 0.5 -3.1 0.29
B 1.6297 0.1934 0.0088 0.4 -0.7 -1.5 -0.03
N 2.3837 -1.1397 -0.0096 0.5 0.4 0.3 0.02
C 3.7027 -1.3984 0.0034 0.6 -0.3 0.1 0.00
C 3.8670 -2.7633 -0.0130 -0.1 0.2 0.0 0.01
C 2.5593 -3.2790 -0.0384 0.3 0.3 0.0 0.02
C 2.1436 -4.7082 -0.0805 -0.2 0.1 0.0 0.00
N 1.6856 -2.2831 -0.0370 -0.3 -0.4 0.1 -0.01
N 0.7346 0.2518 -1.2372 0.4 0.5 0.1 0.01
C 1.1048 0.7491 -2.4296 0.0 0.3 -0.6 0.01
C 0.0792 0.5185 -3.3182 0.3 0.1 0.1 0.00
C -0.9044 -0.1384 -2.5637 0.5 0.2 -0.2 0.01
C -2.2494 -0.5817 -3.0279 0.0 -0.1 0.2 0.00
N -0.4633 -0.2952 -1.3251 -1.2 -0.1 0.2 0.01
N 2.5216 1.4222 0.0047 -0.5 0.4 0.1 0.02
C 2.0030 2.6746 0.0278 0.0 0.2 0.1 0.01
C 3.0509 3.5587 0.0782 0.0 -0.1 0.0 0.00
C 4.2063 2.7511 0.0780 -0.7 0.0 -0.1 0.01
C 5.6239 3.2003 0.0878 0.1 -0.2 0.0 0.00
N 3.8536 1.4743 0.0341 1.1 -0.3 0.1 0.01
H -2.2214 -0.3637 4.2464 0.0 0.0 -0.1 0.00
H -2.8472 -0.4821 2.5783 -0.1 -0.1 -0.1 0.02
H -1.9977 -1.8494 3.3247 0.0 -0.1 -0.1 0.03
H 0.2035 0.8493 4.4229 0.0 0.0 0.0 0.00
H 2.0833 1.3668 2.5131 0.2 0.1 0.0 -0.02
H 4.4165 -0.6006 0.0190 0.1 0.1 0.0 0.00
H 4.7894 -3.3082 -0.0068 0.2 -0.1 0.0 0.00
H 3.0240 -5.3458 -0.1004 0.0 -0.1 0.0 0.00
H 1.5424 -4.9632 0.7941 0.0 -0.1 0.0 0.00
H 1.5494 -4.9030 -0.9749 0.0 -0.1 0.0 0.00
H 2.0471 1.2413 -2.5666 0.2 0.1 0.0 0.00
H 0.0367 0.7846 -4.3544 0.0 0.1 -0.2 0.00
H -2.4655 -0.1217 -3.9919 -0.1 -0.1 0.0 0.00
H -2.2962 -1.6677 -3.1416 -0.1 0.0 0.0 0.00
H -3.0076 -0.2844 -2.3051 -0.1 0.0 0.0 0.00
H 0.9418 2.8285 0.0111 -0.3 0.1 -0.1 0.00
H 3.0116 4.6280 0.1071 -0.1 0.2 0.0 0.00
H 5.6662 4.2871 0.1076 0.1 0.0 0.0 0.00
H 6.1475 2.8018 0.9559 0.1 0.1 0.0 0.00
H 6.1382 2.8454 -0.8046 0.1 0.0 0.0 0.00
N -4.5793 -1.5169 0.1236 0.2 -0.2 0.0 0.00
N -5.3224 -0.3540 -0.0194 -0.6 0.0 0.1 0.00
C -4.7427 0.8586 -0.0936 -0.2 0.9 -0.2 0.00
N -5.5492 1.9292 -0.2406 -0.1 0.2 -0.1 0.00
N -3.4416 0.9455 0.0637 0.6 -1.8 0.7 0.00
N -2.7503 2.0421 -0.2349 -0.7 0.4 -0.2 0.00
O -3.2592 2.9368 -0.9102 0.0 0.7 -0.4 0.00
O -1.6117 2.0873 0.1570 0.8 0.1 0.4 0.00
H -4.7986 -2.1991 -0.5988 0.2 0.0 0.2 0.00
H -4.7211 -1.9575 1.0283 0.0 0.0 -0.2 0.00
H -6.3374 -0.3859 0.0556 0.4 0.0 -0.1 0.00
H -6.5082 1.8182 -0.5211 0.0 -0.1 0.0 0.00
H -5.0565 2.7774 -0.5183 -0.2 -0.3 0.0 0.00
Cl -3.4573 -4.5162 0.0655 -0.8 -0.4 0.1 0.01
```
Forces are in eV/Å.

The orbital gap (spin up / spin down) is 7.6 / 3.0 eV. The multiplicity is 2. As for the largest force on an atom: 3.8 eV/A. Its electronic energy is -55245.2805 eV. The value obtained for the lowest unoccupied orbital energy (spin up / spin down) is -0.063 / -4.615 eV.

***

# 4
Computed, not measured: a 4-piece molecular cluster, C5H18NO4 overall at a distorted geometry, with ωB97M-V/def2-TZVPD.

```
28
Properties=species:S:1:pos:R:3:forces:R:3:mulliken_spin:R:1
C -0.5970 2.5065 1.0395 2.0 0.1 0.5 0.02
O -1.8142 2.4340 1.4840 -1.9 0.3 1.2 0.79
C -0.3567 1.2987 0.0546 0.5 -3.9 4.3 0.06
C 1.0631 0.4496 0.3136 -3.8 1.1 -2.9 0.00
C 1.1927 -0.2418 -1.1686 6.8 -0.7 3.9 0.00
C 2.1597 0.7145 -1.8980 -3.6 0.2 -1.3 0.00
N -1.4622 0.2286 0.2158 4.9 0.9 -2.2 0.00
H 0.1117 2.1446 1.9372 -1.0 1.2 -1.2 0.13
H -0.3952 3.5710 0.6331 0.6 -1.7 0.5 0.00
H -0.3741 1.6882 -0.8572 -0.2 1.3 -4.2 0.00
H 0.6843 -0.2604 1.0701 1.3 0.5 0.1 0.00
H 1.7837 1.2754 0.5001 0.1 -1.4 0.4 0.00
H 0.2968 -0.5934 -1.4209 -3.9 -0.2 -2.0 0.00
H 1.7360 -1.2633 -1.0892 -0.4 1.4 0.3 0.00
H 3.0970 0.7401 -1.5293 3.1 -0.6 2.1 0.00
H 1.7430 1.6633 -1.5822 0.1 0.9 -1.0 0.00
H 2.3896 0.6293 -2.9624 -1.0 0.0 -0.2 0.00
H -1.4828 0.0346 1.1604 -0.8 -0.4 2.2 0.00
H -2.2743 0.5679 -0.1537 -2.8 1.2 -0.4 0.00
H -1.7238 -1.9676 -1.2717 1.3 -1.5 0.6 0.00
H -2.4531 -0.9469 -1.6777 -1.9 4.7 0.9 0.00
O -2.1884 -1.7121 -2.0517 0.8 -3.3 -1.8 0.00
H 2.6245 -2.0480 1.4229 0.8 -0.1 -1.9 0.00
H 1.3952 -2.1898 2.2315 -1.0 -0.3 0.0 0.00
O 2.3195 -2.0100 2.2977 0.2 0.2 1.9 0.00
H -2.3193 -2.2952 1.8710 0.3 1.5 2.8 0.00
H -2.6916 -1.8599 0.4169 -0.2 0.8 0.2 0.00
O -2.4642 -2.5579 1.0142 -0.2 -2.4 -2.8 0.00
```
Forces are in eV/Å.

The orbital gap (spin up / spin down) is 10.6 / 8.2 eV. The multiplicity is 2. As for the largest force on an atom: 7.9 eV/A. Its electronic energy is -15151.5195 eV. The value obtained for the lowest unoccupied orbital energy (spin up / spin down) is 0.383 / -1.870 eV. Its relative energy (zero: lowest compared OMol25 entry of this formula, charge and spin) is 296.52 kJ/mol.